No. 1
Entry from the Open Molecules 2025 dataset: a cluster of 4 separate species, H8O4 in total (the ωB97M-V functional and the def2-TZVPD basis).

The value obtained for the energy above the lowest of the compared OMol25 structures with the same formula, charge and spin is 34.47 kcal/mol. The net charge is 0.

The geometry in XYZ format:
```
12
H8O4 (the ωB97M-V functional and the def2-TZVPD basis)
O -0.134 -1.043 1.706
O 2.845 -2.678 0.111
O 0.531 0.940 -0.878
O -2.795 2.512 -0.877
H -0.884 -1.472 1.963
H -0.098 1.621 -0.617
H -2.871 2.733 -1.799
H 0.536 -1.636 2.092
H 2.424 -3.448 0.451
H -3.150 3.304 -0.441
H 1.327 1.535 -1.022
H 2.268 -2.368 -0.688
```

natural (NBO) population analysis, charges in e, atoms 1 to 2: -0.9131 -0.9460

---

No. 2
Entry from the Open Molecules 2025 dataset: a cluster of 4 separate species, H8O4 in total (the ωB97M-V functional and the def2-TZVPD basis).

The value obtained for the energy above the lowest of the compared OMol25 structures with the same formula, charge and spin is 39.84 kcal/mol. The net charge is 0.

The geometry in XYZ format:
```
12
H8O4 (the ωB97M-V functional and the def2-TZVPD basis)
O 23.719 6.991 25.399
O 22.167 5.355 27.119
O 25.959 6.499 27.220
O 24.783 5.722 22.571
H 25.464 6.594 26.355
H 24.026 6.631 24.489
H 22.834 4.704 27.351
H 22.157 5.843 26.277
H 25.505 5.678 27.540
H 24.217 6.292 21.980
H 25.543 6.213 22.553
H 24.035 7.799 25.295
```

natural (NBO) population analysis, charges in e, atoms 1 to 2: -0.9396 -0.9916

---

No. 3
Entry from the Open Molecules 2025 dataset: a cluster of 4 separate species, H8O4 in total (the ωB97M-V functional and the def2-TZVPD basis).

The value obtained for the energy above the lowest of the compared OMol25 structures with the same formula, charge and spin is 26.04 kcal/mol. The net charge is 0.

The geometry in XYZ format:
```
12
H8O4 (the ωB97M-V functional and the def2-TZVPD basis)
O -1.243 -4.137 -1.560
O 3.364 -1.134 1.023
O -0.029 0.715 -1.503
O -2.183 3.933 2.465
H 3.579 -1.933 0.541
H -0.991 -4.412 -2.441
H -1.257 3.951 2.705
H 0.572 1.039 -2.174
H 2.559 -0.817 0.615
H -2.613 4.478 3.125
H -1.276 -3.181 -1.606
H -0.482 1.498 -1.189
```

natural (NBO) population analysis, charges in e, atoms 1 to 2: -0.9362 -0.9381

---

No. 4
Entry from the Open Molecules 2025 dataset: a cluster of 4 separate species, H8O4 in total (the ωB97M-V functional and the def2-TZVPD basis).

The value obtained for the energy above the lowest of the compared OMol25 structures with the same formula, charge and spin is 43.05 kcal/mol. The net charge is 0.

The geometry in XYZ format:
```
12
H8O4 (the ωB97M-V functional and the def2-TZVPD basis)
O 0.419 -2.457 -1.287
O -1.736 0.364 -0.535
O 1.753 -1.201 0.725
O 0.006 2.597 1.310
H -1.513 1.364 -0.493
H 1.779 -1.370 1.722
H 0.378 3.382 0.864
H -2.595 0.428 -0.141
H -0.469 -2.250 -1.738
H -0.780 2.402 0.897
H 0.808 -3.017 -1.949
H 1.951 -0.244 0.624
```

natural (NBO) population analysis, charges in e, atoms 1 to 2: -0.9170 -0.9042

---

No. 5
Entry from the Open Molecules 2025 dataset: a structure of composition H8O4 (the ωB97M-V functional and the def2-TZVPD basis).

The value obtained for the energy above the lowest of the compared OMol25 structures with the same formula, charge and spin is 23.82 kcal/mol. The net charge is 0.

The geometry in XYZ format:
```
12
H8O4 (the ωB97M-V functional and the def2-TZVPD basis)
O 0.453 1.810 -0.129
O 0.499 -0.374 -1.573
O -0.395 0.274 1.718
O -0.515 -1.646 -0.083
H 1.374 -0.718 -1.567
H -1.174 0.436 2.256
H 0.001 -0.950 -0.954
H -0.257 1.075 1.169
H 1.387 1.795 0.072
H 0.305 1.097 -0.795
H -1.452 -1.811 -0.218
H -0.461 -1.031 0.674
```

natural (NBO) population analysis, charges in e, atoms 1 to 2: -0.9844 -1.0072

---

No. 6
Entry from the Open Molecules 2025 dataset: a cluster of 4 separate species, H8O4 in total (the ωB97M-V functional and the def2-TZVPD basis).

The value obtained for the energy above the lowest of the compared OMol25 structures with the same formula, charge and spin is 27.16 kcal/mol. The net charge is 0.

The geometry in XYZ format:
```
12
H8O4 (the ωB97M-V functional and the def2-TZVPD basis)
O -5.592 -0.686 -0.135
O 3.552 -2.653 -0.163
O -0.509 -0.156 -0.109
O 2.153 2.766 0.018
H -1.133 0.164 0.552
H 0.283 0.372 0.040
H 3.540 -2.950 0.754
H 4.140 -1.889 -0.154
H -5.454 -0.397 0.774
H 1.763 3.619 -0.207
H 2.039 2.239 -0.781
H -4.781 -0.429 -0.588
```

natural (NBO) population analysis, charges in e, atoms 1 to 2: -0.9340 -0.9340

---

No. 7
Entry from the Open Molecules 2025 dataset: a structure of composition H8O4 (the ωB97M-V functional and the def2-TZVPD basis).

The value obtained for the energy above the lowest of the compared OMol25 structures with the same formula, charge and spin is 252.05 kcal/mol. The net charge is 0.

The geometry in XYZ format:
```
12
H8O4 (the ωB97M-V functional and the def2-TZVPD basis)
O 0.388 0.626 -1.550
O -0.988 1.068 1.876
O -1.162 -0.662 0.113
O 0.963 -1.627 -1.562
H -1.565 1.731 2.300
H 1.583 0.228 1.369
H 0.577 -0.543 -1.625
H -1.211 0.020 0.855
H 0.863 1.115 -2.229
H 1.054 0.133 1.911
H 0.406 -2.089 -0.911
H -0.907 0.001 -0.547
```

natural (NBO) population analysis, charges in e, atoms 1 to 2: -0.7591 -0.6617

---

No. 8
Entry from the Open Molecules 2025 dataset: a cluster of 3 separate species, H9N3 in total (the ωB97M-V functional and the def2-TZVPD basis).

The value obtained for the energy above the lowest of the compared OMol25 structures with the same formula, charge and spin is 17.98 kcal/mol. The net charge is 0.

The geometry in XYZ format:
```
12
H9N3 (the ωB97M-V functional and the def2-TZVPD basis)
N 0.960 -0.755 0.987
N -1.196 1.584 0.807
N 0.277 -0.948 -2.281
H 1.048 -0.846 1.994
H 1.776 -0.225 0.705
H -1.563 2.388 0.567
H -1.479 1.315 1.752
H 0.097 -0.240 0.689
H -0.219 1.323 0.561
H 0.598 -1.914 -2.185
H -0.768 -1.235 -2.180
H 0.470 -0.445 -1.416
```

natural (NBO) population analysis, charges in e, atoms 1 to 2: -1.0852 -1.0919

---

No. 9
Entry from the Open Molecules 2025 dataset: an isolated molecule of H9N3Si2 (the ωB97M-V functional and the def2-TZVPD basis).

The value obtained for the energy above the lowest of the compared OMol25 structures with the same formula, charge and spin is 7.51 kcal/mol. The net charge is 0.

The geometry in XYZ format:
```
14
H9N3Si2 (the ωB97M-V functional and the def2-TZVPD basis)
Si -0.683 0.068 -0.480
Si 2.266 0.479 0.254
N 0.892 -0.399 -0.083
N -1.447 0.727 0.949
N -1.419 -1.367 -0.944
H -1.665 -1.924 -0.155
H 1.634 1.741 -0.202
H 0.835 -1.347 0.282
H 3.334 -0.224 -0.644
H -2.455 0.932 1.135
H -0.937 1.466 1.335
H 2.636 0.361 1.749
H -0.654 0.748 -1.772
H -2.336 -1.260 -1.422
```

natural (NBO) population analysis, charges in e, atoms 1 to 2: 1.8628 1.1033

---

No. 10
Entry from the Open Molecules 2025 dataset: a cluster of 2 separate species, H9N3Si2 in total (the ωB97M-V functional and the def2-TZVPD basis).

The value obtained for the energy above the lowest of the compared OMol25 structures with the same formula, charge and spin is 96.06 kcal/mol. The net charge is 0.

The geometry in XYZ format:
```
14
H9N3Si2 (the ωB97M-V functional and the def2-TZVPD basis)
Si -2.342 -0.752 0.012
Si 1.589 -0.077 0.542
N 2.546 -1.125 -0.443
N 2.177 1.409 -0.212
N -3.232 0.724 -0.059
H -3.651 1.052 -0.900
H 3.314 -0.673 -0.880
H 2.054 2.262 0.252
H 1.675 1.536 -1.100
H 1.506 -0.450 2.019
H 2.945 -1.999 -0.037
H -2.436 -1.283 1.369
H -3.770 1.027 0.703
H -2.376 -1.653 -1.266
```

natural (NBO) population analysis, charges in e, atoms 1 to 2: 0.8336 1.2646

---

No. 11
Entry from the Open Molecules 2025 dataset: a structure of composition H9Na5O6 (the ωB97M-V functional and the def2-TZVPD basis).

Its total energy is -34487.3632 eV. The spin multiplicity is 2. The net charge is +3.

The geometry in XYZ format:
```
20
H9Na5O6 (the ωB97M-V functional and the def2-TZVPD basis)
Na 0.217 3.519 -1.256
Na 0.942 1.819 1.833
Na -2.014 1.564 0.721
Na 2.387 0.790 -1.111
Na -0.947 0.244 -2.328
O -2.191 3.763 -0.518
O 2.041 -1.560 -0.310
O 1.459 -0.439 2.098
O 0.132 1.302 -0.351
O -1.330 -0.654 1.479
O -0.754 -2.034 -1.209
H 1.497 -2.339 -0.420
H 2.144 -1.126 2.211
H -2.266 2.945 -1.047
H -1.527 -2.572 -1.039
H -0.165 -2.608 -1.700
H -1.407 -1.156 0.667
H 1.882 -1.281 0.592
H 0.288 0.424 0.047
H -0.389 -0.600 1.640
```

natural (NBO) population analysis, charges in e, atoms 1 to 2: 0.9901 0.9764

---

No. 12
Entry from the Open Molecules 2025 dataset: a cluster of 5 separate species, H9O5 in total (the ωB97M-V functional and the def2-TZVPD basis).

The value obtained for the energy above the lowest of the compared OMol25 structures with the same formula, charge and spin is 30.46 kcal/mol. The net charge is -1.

The geometry in XYZ format:
```
14
H9O5 (the ωB97M-V functional and the def2-TZVPD basis)
O -0.386 2.569 -2.378
O -4.993 -4.535 2.219
O 1.441 1.424 0.893
O 1.993 -1.057 0.832
O 1.894 1.535 -1.657
H 0.514 2.439 -2.121
H 2.666 2.172 -1.791
H 1.701 -0.153 0.887
H 1.496 2.333 1.178
H -0.994 2.159 -1.798
H 1.913 1.498 -0.511
H -4.596 -4.909 3.089
H 1.963 -1.046 -0.146
H -4.256 -3.975 1.948
```

natural (NBO) population analysis, charges in e, atoms 1 to 2: -1.0045 -0.9355

---

No. 13
Entry from the Open Molecules 2025 dataset: a cluster of 2 separate species, HI2OP in total (the ωB97M-V functional and the def2-TZVPD basis).

The value obtained for the energy above the lowest of the compared OMol25 structures with the same formula, charge and spin is 18.08 kcal/mol. The spin multiplicity is 3. The net charge is 0.

The geometry in XYZ format:
```
5
HI2OP (the ωB97M-V functional and the def2-TZVPD basis)
I -1.643 -1.741 -1.496
I -0.604 2.129 1.950
P 1.312 0.463 1.748
O 2.098 1.002 0.658
H -1.163 -1.853 -2.860
```

natural (NBO) population analysis, charges in e, atoms 1 to 2: -0.0745 -0.0050

---

No. 14
Entry from the Open Molecules 2025 dataset: a cluster of 2 separate species, HI5Si2 in total (the ωB97M-V functional and the def2-TZVPD basis).

The value obtained for the energy above the lowest of the compared OMol25 structures with the same formula, charge and spin is 53.83 kcal/mol. The net charge is 0.

The geometry in XYZ format:
```
8
HI5Si2 (the ωB97M-V functional and the def2-TZVPD basis)
I 2.687 -0.505 -1.863
I 0.555 2.844 -1.875
I 1.283 -1.383 2.636
I -1.123 1.817 2.247
I -1.083 -1.006 -3.193
Si 0.318 0.395 -1.553
Si -0.739 -0.559 1.622
H -1.899 -1.604 1.978
```

natural (NBO) population analysis, charges in e, atoms 1 to 2: -0.1906 -0.1301

---

No. 15
Entry from the Open Molecules 2025 dataset: an isolated molecule of HINOP (the ωB97M-V functional and the def2-TZVPD basis).

The value obtained for the energy above the lowest of the compared OMol25 structures with the same formula, charge and spin is 34.84 kcal/mol. The net charge is 0.

The geometry in XYZ format:
```
5
HINOP (the ωB97M-V functional and the def2-TZVPD basis)
I 2.895 0.100 0.036
P 0.550 -0.852 0.023
O 0.537 -1.894 -1.037
N 0.717 -1.672 1.350
H -0.316 0.231 -0.161
```

natural (NBO) population analysis, charges in e, atoms 1 to 2: -0.0875 1.5501

---

No. 16
Entry from the Open Molecules 2025 dataset: a structure of composition HIO2 (the ωB97M-V functional and the def2-TZVPD basis).

The value obtained for the energy above the lowest of the compared OMol25 structures with the same formula, charge and spin is 0.48 kcal/mol. The net charge is 0.

The geometry in XYZ format:
```
4
HIO2 (the ωB97M-V functional and the def2-TZVPD basis)
I 2.176 -0.156 -0.001
O 0.288 -0.636 -0.412
O 1.762 1.555 -0.182
H 0.040 0.309 -0.491
```

natural (NBO) population analysis, charges in e, atoms 1 to 2: 1.4439 -0.9174

---

No. 17
Entry from the Open Molecules 2025 dataset: a cluster of 2 separate species, HN2O3P in total (the ωB97M-V functional and the def2-TZVPD basis).

The value obtained for the energy above the lowest of the compared OMol25 structures with the same formula, charge and spin is 12.00 kcal/mol. The net charge is 0.

The geometry in XYZ format:
```
7
HN2O3P (the ωB97M-V functional and the def2-TZVPD basis)
P -0.767 0.409 0.654
O 1.225 -0.283 -2.787
O -2.411 0.050 2.768
O 1.582 -0.538 -0.642
N -1.776 0.218 1.752
N 0.912 0.107 -1.729
H 1.234 0.037 -0.018
```

natural (NBO) population analysis, charges in e, atoms 1 to 2: 0.5535 -0.2339

---

No. 18
Entry from the Open Molecules 2025 dataset: a cluster of 2 separate species, HN2O3P in total (the ωB97M-V functional and the def2-TZVPD basis).

The value obtained for the energy above the lowest of the compared OMol25 structures with the same formula, charge and spin is 45.38 kcal/mol. The net charge is 0.

The geometry in XYZ format:
```
7
HN2O3P (the ωB97M-V functional and the def2-TZVPD basis)
P -0.259 0.633 -0.020
O 0.738 -2.096 1.253
O 0.412 -2.558 -0.875
O -1.262 2.787 -1.207
N -0.743 2.067 -0.400
N 0.524 -1.913 0.104
H 0.590 1.079 1.144
```

natural (NBO) population analysis, charges in e, atoms 1 to 2: 0.5064 -0.2773

---

No. 19
Entry from the Open Molecules 2025 dataset: a cluster of 2 separate species, HN3O3 in total (the ωB97M-V functional and the def2-TZVPD basis).

The value obtained for the energy above the lowest of the compared OMol25 structures with the same formula, charge and spin is 4.76 kcal/mol. The net charge is 0.

The geometry in XYZ format:
```
7
HN3O3 (the ωB97M-V functional and the def2-TZVPD basis)
O 1.117 -1.231 1.068
O 1.275 0.133 -0.510
O -0.461 -1.159 -0.370
N 0.593 -0.858 0.095
N -1.036 1.214 0.469
N -2.114 1.411 0.370
H 0.626 0.489 -1.123
```

natural (NBO) population analysis, charges in e, atoms 1 to 2: -0.3278 -0.4976

---

No. 20
Entry from the Open Molecules 2025 dataset: a cluster of 2 separate species, HN3O4 in total (the ωB97M-V functional and the def2-TZVPD basis).

The value obtained for the energy above the lowest of the compared OMol25 structures with the same formula, charge and spin is 8.79 kcal/mol. The net charge is 0.

The geometry in XYZ format:
```
8
HN3O4 (the ωB97M-V functional and the def2-TZVPD basis)
O -1.905 -0.013 1.012
O -0.742 1.452 -0.036
O -1.133 -0.407 -1.060
O 2.433 -0.640 1.527
N 1.321 -0.361 -0.411
N 1.813 -0.463 0.585
N -1.271 0.405 0.090
H -0.516 0.027 -1.708
```

natural (NBO) population analysis, charges in e, atoms 1 to 2: -0.3295 -0.3660